Density functional theory data (ωB97M-V with the def2-TZVPD basis set) for a structure of composition C26H54FIN5O5PS in a non-equilibrium geometry.

Each line ends with the Mulliken charge.
CARTESIAN COORDINATES (ANGSTROEM)
O 1.004 5.010 1.277  -0.65
P 0.356 4.451 0.060  0.62
C 0.567 2.559 0.119  0.39
S 0.613 2.250 1.948  -0.09
C -0.638 1.814 -0.629  0.19
C -0.789 0.393 -0.022  -0.77
C -1.378 -0.663 -0.979  -0.01
O -1.826 -0.480 -2.028  -0.35
I -1.309 -2.724 -0.236  -0.16
N -0.238 1.920 -2.057  -0.24
C 1.188 2.090 -2.141  0.10
O 1.738 2.335 -3.147  -0.53
C 1.736 1.924 -0.667  -0.23
C 3.108 2.614 -0.702  -0.28
O 3.365 3.656 -0.220  -0.51
N 4.134 1.887 -1.417  -0.13
C 4.496 0.722 -0.646  0.47
O 4.930 0.827 0.421  -0.39
F 4.301 -0.481 -1.187  -0.19
H 0.925 5.032 -1.103  0.12
H -1.040 4.727 0.181  0.05
H -0.703 2.424 2.268  0.19
H -1.572 2.409 -0.587  0.51
H -1.485 0.477 0.837  0.34
H 0.155 -0.025 0.373  0.51
H -0.630 2.784 -2.437  0.18
H 1.847 0.823 -0.574  0.34
H 4.945 2.490 -1.529  0.39
C 3.179 -3.712 -0.272  -1.19
C 4.532 -4.257 0.165  -0.41
N 4.567 -5.706 0.259  0.13
C 5.743 -6.212 0.950  -0.67
C 7.112 -5.962 0.312  -0.96
C 4.186 -6.432 -0.943  -0.70
C 4.974 -6.156 -2.227  -0.93
H 2.379 -4.083 0.372  0.34
H 3.183 -2.622 -0.210  0.22
H 2.946 -3.978 -1.305  0.31
H 4.743 -3.840 1.155  0.42
H 5.307 -3.867 -0.510  0.23
H 5.623 -7.286 1.123  0.35
H 5.754 -5.770 1.953  0.39
H 7.279 -6.605 -0.552  0.22
H 7.900 -6.194 1.034  0.40
H 7.246 -4.923 0.011  0.27
H 3.131 -6.225 -1.145  0.36
H 4.214 -7.506 -0.736  0.36
H 5.122 -5.089 -2.405  0.23
H 4.424 -6.551 -3.085  0.37
H 5.948 -6.645 -2.223  0.27
C -4.088 -0.342 6.435  -1.45
C -3.526 -0.826 5.105  -0.30
N -2.089 -1.029 5.125  0.16
C -1.511 -1.201 3.800  -0.56
C -1.929 -2.426 2.983  0.53
C -1.586 -1.932 6.149  -0.73
C -2.131 -3.363 6.172  -0.95
H -3.570 0.556 6.777  0.33
H -5.146 -0.098 6.322  0.44
H -4.012 -1.105 7.212  0.30
H -3.758 -0.058 4.360  0.39
H -4.068 -1.733 4.799  0.26
H -0.419 -1.186 3.882  0.32
H -1.758 -0.306 3.213  0.11
H -1.466 -3.340 3.358  0.32
H -1.593 -2.306 1.937  -1.12
H -3.013 -2.562 2.960  0.39
H -1.783 -1.480 7.126  0.41
H -0.495 -1.970 6.086  0.34
H -3.217 -3.398 6.073  0.25
H -1.881 -3.833 7.127  0.38
H -1.690 -3.981 5.391  0.27
C -2.159 3.592 -5.526  -1.59
C -3.142 3.640 -4.364  -0.50
N -3.090 4.885 -3.612  0.24
C -3.799 4.822 -2.344  -0.02
C -5.314 4.606 -2.378  -1.24
C -3.286 6.105 -4.382  -0.71
C -4.585 6.246 -5.180  -0.98
H -1.141 3.803 -5.190  0.32
H -2.164 2.597 -5.973  0.44
H -2.420 4.303 -6.312  0.37
H -2.885 2.816 -3.690  0.55
H -4.152 3.429 -4.744  0.33
H -3.583 5.727 -1.766  0.46
H -3.356 4.005 -1.758  -0.30
H -5.843 5.507 -2.687  0.27
H -5.670 4.361 -1.374  0.46
H -5.602 3.784 -3.033  0.28
H -2.449 6.205 -5.079  0.39
H -3.185 6.967 -3.716  0.37
H -4.827 5.344 -5.745  0.26
H -4.482 7.059 -5.903  0.38
H -5.432 6.494 -4.543  0.26

## Properties
HOMO level: -8.084 eV
electronic energy: -76465.6763 eV
LUMO: 0.05 eV
charge: 0

---

Density functional theory data (ωB97M-V with the def2-TZVPD basis set) for the molecule C4H5N3S in a non-equilibrium geometry.

Each line ends with the Mulliken charge.
CARTESIAN COORDINATES (ANGSTROEM)
S -0.609 -2.836 -1.284  -0.25
C -0.247 -1.564 -0.300  0.21
N 0.140 -1.742 0.926  -0.15
N 0.157 -0.815 1.755  -0.48
N -0.151 0.480 1.512  0.17
C -0.300 1.045 0.237  -0.37
C 0.856 0.743 -0.802  -0.72
C -0.429 0.087 -0.912  -0.04
H -0.180 1.132 2.310  0.25
H -0.765 1.971 0.234  0.44
H 1.541 -0.057 -0.457  0.28
H 1.215 1.417 -1.497  0.31
H -1.228 0.140 -1.723  0.36

## Properties
HOMO level (alpha / beta): -8.439 / -8.440 eV
electronic energy: -19529.9153 eV
ΔE to the lowest compared entry with this formula, charge and spin: 479.1 kJ/mol
LUMO (alpha / beta): -0.91 / -0.91 eV
charge: 0

---

Density functional theory data (ωB97M-V with the def2-TZVPD basis set) for a cluster of 10 separate species, C29H79N4O9 in total in a non-equilibrium geometry.

Each line ends with the Mulliken charge.
CARTESIAN COORDINATES (ANGSTROEM)
C 2.579 -2.029 -5.357  -0.91
C 1.419 -2.943 -5.742  -0.39
C 0.200 -2.141 -6.187  -1.04
C -0.325 -1.127 -5.163  -0.85
C -0.424 -1.685 -3.734  0.60
C -1.592 -1.051 -2.977  -1.12
C -2.125 -1.862 -1.772  0.19
C -1.100 -2.748 -1.067  0.11
C -1.543 -3.101 0.362  -1.21
C -0.835 -2.282 1.431  -0.99
C -1.050 -0.787 1.240  1.89
C -0.496 0.017 2.396  -0.66
C -0.603 1.560 2.287  -0.81
C -1.033 2.137 0.931  0.50
C -0.353 3.516 0.661  -0.81
C 0.320 3.596 -0.709  -1.12
C 1.577 2.751 -0.938  -0.06
C 1.455 1.253 -1.318  -0.01
N 2.870 0.801 -1.093  -0.45
C 3.568 1.908 -0.644  0.22
N 4.832 1.972 -0.787  0.50
N 5.579 3.084 -0.373  -0.76
N 2.750 2.886 -0.051  0.04
C 2.624 2.387 1.348  -0.40
H 2.942 -1.533 -6.251  0.37
H 2.284 -1.263 -4.646  0.04
H 3.391 -2.608 -4.927  0.28
H 1.168 -3.635 -4.946  0.27
H 1.766 -3.560 -6.566  0.44
H 0.408 -1.662 -7.137  0.48
H -0.611 -2.845 -6.376  0.27
H -1.333 -0.863 -5.465  0.54
H 0.295 -0.236 -5.197  0.30
H -0.593 -2.756 -3.821  0.48
H 0.510 -1.529 -3.200  -0.43
H -2.413 -0.990 -3.684  0.47
H -1.353 -0.034 -2.669  0.02
H -2.561 -1.166 -1.062  -0.35
H -2.938 -2.479 -2.136  0.34
H -0.980 -3.656 -1.653  0.73
H -0.120 -2.275 -1.022  -0.47
H -2.595 -2.852 0.453  0.35
H -1.447 -4.163 0.561  0.31
H -1.175 -2.581 2.422  0.64
H 0.238 -2.493 1.392  0.12
H -2.093 -0.595 1.019  -0.26
H -0.472 -0.537 0.350  -0.80
H -1.038 -0.288 3.289  0.51
H 0.535 -0.281 2.587  -0.25
H 0.330 1.968 2.632  0.09
H -1.329 1.895 3.019  0.52
H -0.774 1.508 0.093  -0.67
H -2.105 2.282 0.952  0.65
H 0.296 3.811 1.474  0.37
H -1.151 4.255 0.653  0.40
H 0.538 4.616 -1.003  0.21
H -0.410 3.245 -1.436  0.32
H 1.974 3.165 -1.868  0.53
H 1.238 1.246 -2.376  0.32
H 0.869 0.600 -0.693  -0.21
H 2.840 0.133 -0.327  0.31
H 5.277 1.140 -1.198  0.30
H 6.558 2.818 -0.425  0.31
H 5.384 3.289 0.604  0.27
H 2.288 3.162 2.014  0.40
H 3.595 2.057 1.717  -0.11
H 1.954 1.536 1.418  0.03
C 7.026 -1.074 -2.103  -0.63
O 6.022 -0.605 -1.190  -0.51
H 7.162 -0.315 -2.868  0.28
H 7.971 -1.234 -1.584  0.30
H 6.705 -2.002 -2.575  0.24
H 5.895 -1.284 -0.516  0.27
C 1.973 0.116 5.279  -0.67
O 1.660 1.434 4.817  -0.42
H 2.090 -0.530 4.413  0.23
H 2.906 0.132 5.847  0.34
H 1.169 -0.268 5.909  0.30
H 1.552 1.991 5.596  0.26
C -5.327 -0.605 0.538  -0.78
O -4.197 -1.065 1.276  -0.23
H -5.026 0.281 -0.017  0.25
H -5.666 -1.367 -0.169  0.31
H -6.148 -0.342 1.210  0.26
H -4.473 -1.849 1.767  0.20
C 3.093 -3.064 -1.611  -0.25
O 3.562 -3.371 -0.297  -0.59
H 3.893 -3.279 -2.314  0.26
H 2.220 -3.672 -1.859  0.36
H 2.832 -2.003 -1.683  -0.05
H 2.847 -3.188 0.321  0.30
C -4.669 -3.168 -4.455  -0.43
O -5.122 -2.037 -3.715  -0.48
H -3.581 -3.165 -4.431  0.06
H -5.030 -4.098 -4.008  0.29
H -5.000 -3.112 -5.494  0.32
H -6.084 -2.040 -3.737  0.29
C -5.027 -2.378 5.051  -0.53
O -5.167 -3.112 3.834  -0.51
H -3.969 -2.342 5.299  0.25
H -5.406 -1.362 4.925  0.17
H -5.567 -2.874 5.860  0.30
H -6.107 -3.140 3.624  0.29
C -7.269 1.109 6.115  -0.55
O -7.437 0.387 4.897  -0.47
H -6.206 1.133 6.341  0.21
H -7.633 2.134 6.014  0.28
H -7.795 0.617 6.937  0.28
H -8.380 0.367 4.699  0.28
C -0.296 7.464 -0.342  -0.37
O -1.709 7.414 -0.179  -0.50
H 0.046 8.431 0.016  0.30
H 0.186 6.676 0.245  0.08
H -0.027 7.359 -1.397  0.23
H -2.016 6.559 -0.499  0.30
C 5.575 1.174 4.310  -0.18
O 5.191 2.261 5.138  -0.51
H 6.660 1.151 4.252  0.31
H 5.223 0.227 4.727  0.24
H 5.168 1.305 3.300  -0.15
H 4.227 2.271 5.177  0.32

## Properties
HOMO level: -11.842 eV
electronic energy: -55731.0429 eV
LUMO: -2.49 eV
charge: +1

---

Density functional theory data (ωB97M-V with the def2-TZVPD basis set) for the molecule C3H6N2O2 in a non-equilibrium geometry.

Each line ends with the Mulliken charge.
CARTESIAN COORDINATES (ANGSTROEM)
C 1.139 -0.674 0.979  -0.84
N 0.067 -0.689 -0.011  0.16
O -0.558 -1.935 -0.133  -0.54
C -0.593 0.415 -0.488  0.16
O -1.707 0.209 -1.255  -0.47
C -0.238 1.647 -0.262  0.22
N 0.085 2.752 -0.039  -0.54
H 1.515 0.334 1.180  0.32
H 0.794 -1.101 1.926  0.30
H 1.983 -1.270 0.616  0.25
H -0.087 -2.348 -0.882  0.35
H -1.832 -0.753 -1.156  0.38
H -0.569 3.413 -0.474  0.25

## Properties
HOMO level (alpha / beta): -6.083 / -6.457 eV
electronic energy: -10277.3595 eV
ΔE to the lowest compared entry with this formula, charge and spin: 717.7 kJ/mol
LUMO (alpha / beta): 0.45 / 0.37 eV
charge: 0

---

Density functional theory data (ωB97M-V with the def2-TZVPD basis set) for a structure of composition C5H8O2.

Each line ends with the Mulliken charge.
CARTESIAN COORDINATES (ANGSTROEM)
C -0.797 1.334 -0.376  -1.50
C -0.149 0.047 0.116  1.53
C -1.090 -0.984 0.708  -1.56
C 0.960 -0.531 -0.783  -0.70
C 1.886 0.034 0.281  0.47
O 3.060 0.159 0.456  -0.56
O 0.879 0.431 1.104  -0.42
H -0.135 1.860 -1.071  0.39
H -1.756 1.163 -0.873  0.36
H -0.963 1.993 0.481  0.32
H -0.505 -1.750 1.229  0.38
H -1.790 -0.542 1.423  0.36
H -1.666 -1.476 -0.084  0.35
H 0.991 -1.623 -0.824  0.28
H 1.072 -0.115 -1.787  0.30

## Properties
HOMO level: -10.409 eV
electronic energy: -9409.6458 eV
ΔE to the lowest compared entry with this formula, charge and spin: 18.0 kJ/mol
LUMO: 0.73 eV
charge: 0

---

Density functional theory data (ωB97M-V with the def2-TZVPD basis set) for a cluster of 3 separate species, C5H13N3O in total in a non-equilibrium geometry.

Each line ends with the Mulliken charge.
CARTESIAN COORDINATES (ANGSTROEM)
C 0.300 0.546 -0.484  -0.02
C -0.001 -0.486 0.376  0.10
C 0.056 1.987 -0.179  -1.30
C -0.329 -0.330 1.826  -1.42
N 2.301 -0.043 0.369  -0.42
C -2.145 -0.241 -0.550  0.31
N 3.040 -0.732 -0.585  -0.45
N -2.614 -1.420 -1.025  -0.39
O -2.844 0.727 -0.360  -0.56
H 2.573 0.938 0.294  0.24
H 0.501 0.280 -1.518  0.38
H 0.224 -1.491 0.038  0.48
H 2.902 -1.729 -0.482  0.24
H 2.897 -0.456 -1.558  0.23
H -1.992 -2.193 -1.182  0.20
H -3.594 -1.529 -1.271  0.24
H 0.572 2.632 -0.890  0.39
H -1.016 2.201 -0.242  0.29
H 0.383 2.242 0.830  0.38
H -0.814 0.622 2.034  0.33
H -0.996 -1.129 2.153  0.38
H 0.594 -0.397 2.405  0.38

## Properties
HOMO level (alpha / beta): -6.500 / -6.898 eV
electronic energy: -11908.6104 eV
ΔE to the lowest compared entry with this formula, charge and spin: 579.5 kJ/mol
LUMO (alpha / beta): 0.67 / 0.54 eV
charge: 0

---

Density functional theory data (ωB97M-V with the def2-TZVPD basis set) for the ion C7H10N5 with charge +1 in a non-equilibrium geometry.

Each line ends with the Mulliken charge.
CARTESIAN COORDINATES (ANGSTROEM)
H 1.559 3.877 -1.497  0.29
N 1.957 3.220 -0.861  -0.92
N 1.025 2.489 -0.585  0.39
N 1.187 1.580 0.334  -0.06
C 0.050 0.720 0.395  0.61
N -0.766 1.525 -0.876  0.58
N -1.656 1.708 -1.473  -0.30
C -0.826 0.862 1.560  -0.92
C -1.964 0.126 1.613  -0.35
C -2.096 -0.961 0.674  -0.61
C -1.048 -1.449 -0.048  -0.35
C 0.360 -0.737 0.009  0.34
C 1.077 -0.851 -1.233  -1.34
H 2.135 1.175 0.567  0.42
H -0.534 1.660 2.266  0.40
H -2.668 0.182 2.318  0.61
H -3.083 -1.483 0.633  0.40
H -1.113 -2.420 -0.692  0.30
H 0.768 -1.313 0.795  0.45
H 0.913 -1.865 -1.650  0.41
H 2.194 -0.666 -1.198  0.31
H 0.666 -0.224 -2.061  0.34

## Properties
HOMO level: -13.258 eV
electronic energy: -14859.7766 eV
ΔE to the lowest compared entry with this formula, charge and spin: 512.7 kJ/mol
LUMO: -5.23 eV
charge: +1

---

Density functional theory data (ωB97M-V with the def2-TZVPD basis set) for a structure of composition C28H36P2RuSi in a non-equilibrium geometry.

Each line ends with the Mulliken charge.
CARTESIAN COORDINATES (ANGSTROEM)
C 1.004 1.684 -0.243  -0.79
C 1.011 1.940 -1.647  -0.64
C -0.335 1.703 -2.141  -0.90
H 1.907 2.241 -2.208  0.43
C -1.195 1.361 -0.997  -1.31
C -0.335 1.426 0.167  -0.37
H -0.775 1.326 1.163  0.76
H 1.819 1.741 0.482  0.71
H -0.657 1.986 -3.149  1.26
H -2.269 1.298 -1.160  0.78
Ru -0.422 -0.431 -1.692  0.37
C -1.701 -2.418 -2.592  -0.36
H -2.271 -2.059 -1.636  -0.18
H -1.350 -3.424 -2.286  0.42
H -2.479 -2.248 -3.346  0.39
Si 0.349 -0.533 -3.649  1.13
C 1.623 -1.227 -4.805  0.07
C 2.604 -0.273 -5.136  -0.28
H 2.645 0.701 -4.619  0.29
C 3.483 -0.591 -6.173  -0.52
H 4.176 0.165 -6.512  0.40
C 3.374 -1.813 -6.864  -0.51
H 3.966 -1.978 -7.778  0.34
C 2.356 -2.722 -6.539  -0.52
H 2.157 -3.597 -7.167  0.36
C 1.459 -2.444 -5.500  -0.41
H 0.618 -3.100 -5.268  0.39
C -0.909 0.347 -4.798  0.72
C -0.521 0.598 -6.116  -0.81
H 0.504 0.399 -6.393  0.32
C -1.443 0.993 -7.088  -0.73
H -1.106 1.133 -8.119  0.41
C -2.770 1.241 -6.716  -0.51
H -3.474 1.604 -7.476  0.35
C -3.123 1.207 -5.366  -0.95
H -4.106 1.547 -5.048  0.42
C -2.182 0.794 -4.415  0.01
H -2.442 0.806 -3.358  0.25
H 1.192 -0.502 -2.092  0.12
H -0.713 -2.063 -2.914  -0.47
C -2.427 -2.978 0.981  -1.32
P -1.826 -1.337 0.467  1.29
C -3.202 -0.240 0.933  -1.68
C -0.763 -1.082 1.966  -0.33
C -1.200 -0.891 3.277  -0.69
C -0.287 -0.887 4.352  -0.74
C 1.061 -1.114 4.100  -0.76
C 1.493 -1.300 2.779  -0.82
C 0.600 -1.249 1.707  0.16
P 1.069 -1.560 -0.081  1.73
C 0.997 -3.360 -0.268  -1.11
C 2.811 -1.079 -0.084  -1.70
H -2.972 -3.428 0.146  0.50
H -3.059 -2.892 1.876  0.44
H -1.601 -3.632 1.278  0.34
H -3.999 -0.746 1.489  0.43
H -2.913 0.571 1.608  0.46
H -3.648 0.200 0.041  0.43
H -2.257 -0.790 3.506  0.41
H -0.625 -0.735 5.389  0.40
H 1.770 -1.129 4.951  0.39
H 2.537 -1.491 2.546  0.46
H 0.451 -3.745 0.608  0.32
H 0.459 -3.575 -1.208  0.12
H 2.043 -3.702 -0.276  0.52
H 3.455 -1.955 0.108  0.52
H 3.096 -0.718 -1.071  0.42
H 3.000 -0.223 0.578  0.37

## Properties
HOMO level (alpha / beta): -8.159 / -11.332 eV
electronic energy: -58643.8263 eV
2S+1: 6
ΔE to the lowest compared entry with this formula, charge and spin: 179.3 kJ/mol
LUMO (alpha / beta): -2.13 / -4.33 eV
charge: +1

---

Which value of charge does entry 1 give? 0